{"formula": "C3H12N3O", "method": "the ωB97M-V functional and the def2-TZVPD basis", "elements": ["C", "C", "N", "N", "N", "H", "H", "H", "H", "H", "H", "H", "H", "C", "O", "H", "H", "H", "H"], "positions_angstrom": [[-0.58689, 1.87591, 1.51615], [-0.87275, -0.44948, 0.48025], [-0.66185, -1.30766, -0.56835], [-0.25777, 0.78549, 0.51957], [-1.70274, -0.85794, 1.56026], [-0.52943, -0.90403, -1.50164], [-1.16458, -2.16235, -0.75988], [0.31857, 1.29868, -0.26604], [-2.00130, -0.26739, 2.31925], [-2.23022, -1.81323, 1.27990], [-1.62716, 2.42317, 1.56387], [0.18752, 2.68536, 1.39341], [-0.56580, 1.58391, 2.55765], [2.56039, -0.02796, -1.44994], [1.17932, -0.16040, -1.73184], [1.14476, -0.06321, -2.67333], [2.99354, -1.10719, -1.53557], [3.14233, 0.76490, -2.00551], [2.64922, 0.11442, -0.37644]], "charge": 1, "homo_ev": -14.27}

***

{"formula": "C33H35AsAuClNO3", "method": "the ωB97M-V functional and the def2-TZVPD basis", "elements": ["Au", "C", "C", "C", "C", "C", "C", "As", "N", "C", "C", "C", "C", "C", "C", "C", "C", "C", "C", "C", "C", "C", "C", "C", "C", "C", "C", "H", "H", "H", "H", "H", "H", "H", "H", "H", "H", "H", "H", "H", "H", "H", "H", "H", "H", "H", "H", "H", "H", "H", "H", "H", "H", "H", "C", "C", "C", "C", "Cl", "C", "C", "C", "O", "C", "C", "O", "O", "H", "H", "H", "H", "H", "H", "H", "H"], "positions_angstrom": [[0.98375, 1.23074, -2.44489], [-4.26474, -2.37636, 3.11147], [-3.01069, -1.77666, 2.53258], [-2.09049, -1.11424, 3.32236], [-0.92674, -0.54486, 2.80219], [-0.04971, 0.14471, 3.82051], [-0.66089, -0.63248, 1.42666], [0.89518, 0.03370, 0.31399], [0.05276, 1.33166, -0.65895], [-0.87302, 2.24950, -0.23321], [-1.54045, 3.06285, -1.16925], [-2.48989, 3.98791, -0.77677], [-2.82710, 4.15446, 0.56053], [-2.17057, 3.37529, 1.50503], [-1.21867, 2.44996, 1.11945], [2.23582, 0.80412, 1.57830], [2.74544, 2.11300, 1.64477], [2.30847, 3.24050, 0.74895], [3.74406, 2.41034, 2.57502], [4.29313, 1.45458, 3.40906], [5.36113, 1.80042, 4.41232], [3.85462, 0.14500, 3.26808], [2.86331, -0.19054, 2.36154], [2.46291, -1.64154, 2.24768], [-1.59676, -1.31573, 0.61695], [-1.43177, -1.45776, -0.87863], [-2.74205, -1.86719, 1.17463], [-4.26731, -2.30447, 4.19904], [-4.34754, -3.42853, 2.83372], [-5.14908, -1.85894, 2.73397], [-2.28460, -1.00833, 4.38593], [-0.67421, 0.63752, 4.56776], [0.60783, 0.88574, 3.38400], [0.57748, -0.58112, 4.34545], [-1.27932, 2.95095, -2.21614], [-2.97559, 4.59755, -1.53090], [-3.57092, 4.88244, 0.85912], [-2.38617, 3.50592, 2.55976], [-0.69406, 1.89327, 1.87804], [2.15307, 2.89567, -0.27046], [3.06096, 4.02992, 0.73966], [1.37286, 3.67859, 1.09173], [4.10413, 3.43273, 2.63359], [5.63924, 2.85191, 4.34707], [6.25800, 1.20072, 4.24420], [5.01539, 1.59712, 5.42813], [4.29606, -0.63365, 3.88362], [2.97370, -2.24077, 3.00148], [2.72068, -2.02834, 1.25913], [1.38688, -1.77443, 2.37548], [-0.41131, -1.72969, -1.15352], [-1.64897, -0.51110, -1.37683], [-2.11197, -2.21768, -1.26476], [-3.45137, -2.37541, 0.52827], [0.99716, -2.70982, -3.63402], [-0.47417, -2.54707, -3.91477], [-1.32931, -3.62564, -3.70488], [-2.69866, -3.48307, -3.82881], [-3.72923, -4.85229, -3.52796], [-3.25657, -2.25938, -4.15835], [-2.41270, -1.19392, -4.41334], [-1.03077, -1.32984, -4.31150], [-0.28188, -0.21478, -4.52916], [0.72148, -0.26505, -5.54047], [2.11808, 0.25031, -5.10371], [3.03674, -0.09859, -5.83535], [2.22026, 1.01998, -4.08798], [1.12796, -3.29246, -2.72184], [1.48223, -1.74511, -3.49582], [1.50055, -3.24029, -4.44500], [-0.91150, -4.58127, -3.41349], [-4.33008, -2.14324, -4.21407], [-2.81220, -0.22452, -4.68155], [0.39353, 0.38708, -6.35670], [0.84814, -1.27000, -5.93814]], "charge": -1, "homo_ev": -4.42}

***

{"formula": "C5H15NO", "method": "the ωB97M-V functional and the def2-TZVPD basis", "elements": ["C", "C", "C", "N", "C", "C", "H", "H", "H", "H", "H", "H", "H", "H", "H", "H", "H", "H", "H", "O", "H", "H"], "positions_angstrom": [[-0.10443, 0.08576, 1.83277], [-0.85473, -0.56906, 0.66246], [-2.26393, -1.11158, 1.22416], [-1.05200, 0.27488, -0.51780], [0.06047, 0.46011, -1.45250], [-1.68679, 1.58362, -0.13059], [0.91053, 0.36224, 1.51282], [-0.06593, -0.70703, 2.58871], [-0.37277, 1.00860, 2.39343], [-0.29565, -1.50761, 0.47234], [-1.93123, -2.01776, 1.67551], [-2.74794, -0.22196, 1.61105], [-2.66155, -1.49948, 0.26879], [0.29002, -0.56454, -1.77151], [-0.49425, 0.95502, -2.27032], [0.95377, 0.86792, -0.99425], [-0.81982, 2.23306, -0.11715], [-2.01712, 1.60874, 0.92319], [-2.54872, 1.75001, -0.82736], [5.87249, -0.77478, -2.12496], [5.94355, -0.50938, -3.03763], [5.88602, -1.70676, -1.92116]], "homo_ev": -8.03, "smiles": "CC(C)N(C)C.O"}

***

{"formula": "C35H27BrCoGeIN2", "method": "the ωB97M-V functional and the def2-TZVPD basis", "elements": ["Co", "C", "C", "N", "C", "C", "C", "C", "C", "C", "C", "C", "C", "N", "C", "H", "H", "H", "H", "H", "H", "H", "H", "C", "Ge", "C", "C", "C", "C", "C", "C", "C", "C", "C", "C", "C", "C", "C", "C", "C", "C", "H", "H", "H", "H", "H", "H", "H", "H", "H", "H", "H", "H", "H", "H", "H", "Br", "C", "C", "C", "C", "C", "C", "I", "H", "H", "H", "H"], "positions_angstrom": [[-0.30909, 0.05687, 0.19635], [3.79961, -0.17690, -0.77206], [2.41023, -0.11531, -0.90716], [1.60911, -0.01148, 0.14339], [2.15863, 0.01321, 1.38396], [3.52324, -0.00901, 1.61398], [4.35712, -0.09979, 0.47975], [3.99227, 0.03944, 2.97516], [3.11963, 0.07906, 4.00579], [1.69742, 0.06102, 3.77251], [0.72085, 0.04460, 4.79069], [-0.60797, -0.01528, 4.45600], [-0.97949, -0.04917, 3.10551], [-0.08413, -0.01954, 2.13424], [1.23502, 0.03334, 2.46598], [4.41283, -0.26681, -1.65770], [1.94439, -0.12850, -1.88467], [5.43363, -0.11512, 0.60493], [5.05974, 0.03440, 3.15707], [3.47698, 0.11103, 5.02738], [1.02710, 0.07134, 5.83004], [-1.37761, -0.04187, 5.21462], [-2.02023, -0.10975, 2.81221], [-0.90018, 2.89381, 1.54417], [-0.09601, 2.46860, -0.16585], [1.70507, 3.06930, -0.32587], [2.40892, 3.52308, 0.79246], [3.69300, 4.03368, 0.64532], [4.27973, 4.07999, -0.61308], [3.58432, 3.63077, -1.73132], [2.30034, 3.12687, -1.58960], [-1.11642, 2.92029, -1.73088], [-1.47567, 1.99336, -2.67550], [-2.31047, 2.33795, -3.76364], [-2.77207, 3.61247, -3.87287], [-2.38413, 4.61713, -2.94771], [-2.81189, 5.96007, -3.10665], [-2.38015, 6.93456, -2.26257], [-1.49292, 6.61544, -1.20696], [-1.08302, 5.33195, -1.01488], [-1.52410, 4.28669, -1.87167], [-1.09841, 3.96728, 1.53788], [-0.22911, 2.65270, 2.36739], [-1.84350, 2.36670, 1.68350], [1.95789, 3.49868, 1.77944], [4.22874, 4.40811, 1.50808], [5.27852, 4.48201, -0.72628], [4.03650, 3.69423, -2.71272], [1.74907, 2.81331, -2.47122], [-1.12717, 0.96979, -2.60829], [-2.58569, 1.58726, -4.49362], [-3.42747, 3.88759, -4.69065], [-3.48257, 6.19811, -3.92385], [-2.69817, 7.95866, -2.40577], [-1.13335, 7.39996, -0.55381], [-0.37378, 5.12396, -0.22198], [-5.77134, -1.93351, 0.11077], [-5.48854, -0.07809, 0.09911], [-6.57488, 0.76689, 0.28688], [-6.40102, 2.14290, 0.27566], [-5.14459, 2.69492, 0.07398], [-4.04665, 1.86894, -0.11555], [-4.24160, 0.49863, -0.09418], [-2.60039, -0.78289, -0.41480], [-7.55532, 0.33568, 0.43614], [-7.25889, 2.78543, 0.42514], [-5.01125, 3.76880, 0.05274], [-3.07004, 2.29248, -0.29534]], "charge": 2, "homo_ev": [-13.12, -13.12]}